ORCA calculation (wB97M-V/def2-TZVPD) on the ion C7H13N2O3 with charge +1.

Properties
energy relative to the best compared isomer or geometry (same formula, charge and spin) = 13.74 kcal per mole
largest force on an atom = 0.0183 Eh/bohr
charge = +1
frontier orbital gap (alpha / beta) = 0.3293 / 0.3293 Eh
highest occupied orbital energy (alpha / beta) = -0.49010 / -0.49007 hartree
total energy = -609.432355 a.u.
SMILES = CC(=O)/C=[N+](/[O-])C/[N+](C)=C(\C)O

Each line ends with the natural charge from an NBO analysis.
Geometry (Å):
C  0.99  1.44  -0.47  0.538
C  -0.81  0.05  1.47  -0.088
C  1.41  0.67  0.69  -0.159
C  -0.59  -1.41  -0.47  0.750
C  2.09  2.24  -1.10  -0.713
C  0.54  -2.23  0.03  -0.721
C  -2.55  -0.03  -0.25  -0.451
N  -1.28  -0.55  0.24  -0.335
N  0.66  0.09  1.59  0.163
O  -0.15  1.43  -0.90  -0.595
O  1.11  -0.47  2.60  -0.412
O  -0.93  -1.68  -1.69  -0.590
H  -1.18  1.08  1.50  0.257
H  -1.17  -0.50  2.35  0.263
H  2.47  0.66  0.93  0.244
H  2.91  1.59  -1.38  0.248
H  2.48  2.96  -0.37  0.256
H  1.72  2.77  -1.97  0.256
H  0.56  -2.33  1.11  0.268
H  1.49  -1.83  -0.31  0.276
H  0.45  -3.21  -0.43  0.284
H  -3.14  -0.82  -0.71  0.230
H  -3.12  0.35  0.59  0.249
H  -2.38  0.80  -0.95  0.258
H  -1.59  -1.09  -2.09  0.524